This record from the Open Molecules 2025 dataset describes one molecule with the formula C5H8N2O. The level of theory is ωB97M-V/def2-TZVPD.

XYZ file:
```
16
Properties=species:S:1:pos:R:3:forces:R:3:mulliken_charge:R:1
C -2.3084 0.1571 -0.7624 0.972 0.311 0.018 -0.78
N -1.5301 0.8252 0.3074 0.823 -0.672 0.289 -0.32
N -0.2411 0.5907 0.6637 -0.440 2.769 -1.479 0.11
C 0.2618 -0.5128 1.2512 -1.068 -1.815 1.219 -0.23
C 1.3779 -1.1454 0.9607 2.293 -1.137 -0.438 -0.35
C 2.1920 -0.6928 -0.1563 -0.830 3.114 -1.041 -0.34
C 1.8404 0.5160 -0.6971 0.499 0.183 -1.123 -0.17
O 0.8212 1.3470 -0.2924 -0.543 -1.916 0.877 -0.41
H -1.6324 -0.4917 -1.3408 -0.572 0.086 0.145 0.28
H -3.1630 -0.3315 -0.3329 -0.018 -0.938 0.376 0.29
H -2.8022 0.8912 -1.3954 0.567 0.323 -0.350 0.30
H -1.6857 1.8058 0.3630 -0.239 0.558 0.172 0.28
H -0.3321 -0.9351 2.0611 -0.280 0.501 -0.161 0.33
H 1.7763 -1.9749 1.5661 -0.672 0.517 -0.197 0.33
H 3.0840 -1.0858 -0.6059 0.035 -0.748 0.300 0.35
H 2.3413 1.0371 -1.5899 -0.528 -1.135 1.392 0.32
```
Positions in Å, forces in eV/Å.

## Properties
Gap between HOMO and LUMO ... 8.14 eV
SMILES ... CNN1C=CC=CO1
Energy relative to the best compared isomer or geometry (same formula, charge and spin) ... 5.076 eV
HOMO level ... -7.16 eV
E_LUMO ... 0.9809 eV

This record from the Open Molecules 2025 dataset describes C30H74O18P4Tl as an isolated structure. The level of theory is ωB97M-V/def2-TZVPD.

XYZ file:
```
127
Properties=species:S:1:pos:R:3:forces:R:3:lowdin_spin:R:1
Tl -12.2180 25.4251 -12.5698 -0.747 1.190 -0.029 -0.42
C -13.4896 26.8959 -16.5961 -1.019 1.471 -0.353 0.01
C -12.0312 26.5098 -16.6270 0.063 -1.071 1.656 0.08
C -11.1223 27.4279 -17.4271 0.546 0.946 0.492 0.00
O -11.5522 26.1557 -15.3138 -0.160 0.442 -1.193 0.69
H -13.6174 27.8070 -16.0115 0.073 -0.063 0.313 0.00
H -14.2741 26.2048 -16.2879 0.675 -0.496 0.336 0.00
H -13.8184 27.2143 -17.5854 0.271 -0.157 -0.299 0.00
H -12.0082 25.5305 -17.1051 0.207 -0.700 -0.122 0.06
H -11.7454 27.9644 -18.1426 0.277 -0.257 -0.320 0.00
H -10.2303 26.9797 -17.8649 -0.525 -0.574 -0.367 0.00
H -10.6331 28.2028 -16.8369 -0.482 0.158 0.548 0.00
C -14.4113 27.9009 -9.0942 0.944 0.561 -0.842 0.02
C -12.9171 27.4707 -9.0200 -0.983 -0.438 -0.581 0.09
C -12.4414 27.4776 -7.6046 1.261 -0.661 0.473 0.01
O -12.4757 26.3798 -9.7922 -0.528 0.861 0.385 0.72
H -15.1435 27.1587 -8.7761 0.212 0.030 0.040 0.00
H -14.6276 28.3085 -10.0817 -0.155 -0.568 -0.202 0.00
H -14.4656 28.8037 -8.4857 -0.219 -0.253 0.428 0.00
H -12.3395 28.2844 -9.4586 0.238 0.465 -0.833 0.06
H -11.3518 27.5068 -7.6033 0.118 -0.092 0.097 0.00
H -12.7136 26.5476 -7.1055 -0.327 0.298 0.358 0.00
H -12.7636 28.3968 -7.1152 -0.250 -0.369 0.204 0.00
C -17.7596 21.2954 -10.8418 1.509 -1.431 -0.672 0.00
C -16.5858 21.7153 -11.8346 -4.610 0.735 0.033 0.00
O -15.3658 21.3306 -11.3409 1.437 -0.829 0.772 -0.01
P -14.5533 22.4053 -10.5693 1.203 -1.135 4.137 0.00
O -13.8994 23.3754 -11.4282 1.374 1.826 -1.480 -0.10
O -13.4777 21.6293 -9.6092 -0.652 1.036 -2.175 0.00
C -13.8634 20.7305 -8.5692 -0.922 -1.054 0.505 0.00
C -14.3119 19.3576 -9.1079 0.050 0.962 0.221 0.00
O -15.5544 23.0485 -9.4924 -0.237 0.263 -1.429 0.00
C -15.3348 24.3543 -8.9037 -0.367 -0.229 1.088 0.00
C -14.8691 24.0418 -7.4576 1.447 1.540 -1.293 0.00
H -17.5732 21.5096 -9.7894 -0.200 0.562 -0.235 0.00
H -18.7926 21.4069 -11.1715 0.236 0.891 -0.085 0.00
H -17.6611 20.2122 -10.9132 -0.042 -0.364 0.356 0.00
H -16.8591 21.1810 -12.7445 0.732 0.066 -0.186 0.00
H -16.6186 22.7868 -12.0317 0.119 0.127 -0.132 0.00
H -13.0348 20.5587 -7.8822 0.319 0.467 -0.351 0.00
H -14.6417 21.2272 -7.9900 -0.165 -0.195 0.017 0.00
H -14.7192 18.7618 -8.2910 0.146 -0.030 0.017 0.00
H -15.1053 19.5080 -9.8400 0.163 -0.294 -0.054 0.00
H -13.4428 18.8616 -9.5399 -0.236 -0.130 -0.126 0.00
H -14.6560 24.9597 -9.5044 0.737 -0.474 0.128 0.00
H -16.2056 25.0093 -8.9337 -0.836 -0.848 -0.053 0.00
H -14.8521 24.9312 -6.8278 -0.768 -0.007 0.187 0.00
H -15.3116 23.1668 -6.9815 -0.059 0.320 -0.242 0.00
H -13.7971 23.9568 -7.6359 0.252 -1.025 0.541 0.00
C -8.3373 28.3636 -15.0932 -1.280 0.965 -0.367 0.00
C -7.1643 28.3093 -14.1582 -0.005 -0.759 -0.706 0.00
O -7.5428 28.2154 -12.7679 -0.744 -1.296 0.770 -0.01
P -8.0702 26.8433 -12.0507 3.831 0.175 0.936 0.00
O -9.4347 26.4038 -12.4541 0.377 -0.172 0.271 -0.08
O -7.8141 27.1696 -10.4569 -0.047 -0.340 -2.959 0.00
C -8.8739 27.4730 -9.5482 -0.780 0.533 -0.446 0.00
C -8.3945 28.5684 -8.6034 0.700 -0.442 0.657 0.00
O -6.8068 25.7757 -12.3266 -3.126 0.429 0.018 0.00
C -5.4363 26.1376 -12.1690 1.780 0.870 -1.081 0.00
C -4.3968 25.3011 -13.0198 -1.599 -1.117 0.238 0.00
H -9.1922 27.7193 -14.8882 0.341 -0.454 0.533 0.00
H -8.7685 29.3642 -15.0601 -0.036 0.177 -0.209 0.00
H -8.0770 28.1436 -16.1286 0.411 0.145 0.055 0.00
H -6.5714 27.4701 -14.5220 0.339 -0.275 0.785 0.00
H -6.5441 29.2003 -14.2555 -0.132 -0.011 0.241 0.00
H -9.7344 27.8080 -10.1274 -0.194 0.184 -0.046 0.00
H -9.1692 26.5017 -9.1512 0.100 0.290 0.837 0.00
H -7.3628 28.3392 -8.3365 0.072 -0.122 0.083 0.00
H -8.3465 29.5883 -8.9850 -0.353 -0.223 -0.566 0.00
H -8.9184 28.6240 -7.6492 -0.324 -0.247 -0.132 0.00
H -5.3774 27.1532 -12.5604 0.362 0.165 0.237 0.00
H -5.1361 26.1844 -11.1222 -0.275 -0.334 0.051 0.00
H -4.5809 25.3151 -14.0941 0.192 1.089 -0.115 0.00
H -3.3524 25.4610 -12.7522 -0.241 0.649 -0.064 0.00
H -4.5078 24.2203 -12.9325 -0.293 -0.187 0.942 0.00
C -17.4910 28.6986 -16.4093 0.480 0.352 0.020 0.00
C -17.0462 29.1544 -15.0043 -1.940 -0.849 0.077 0.00
O -15.9344 28.4119 -14.4460 0.891 -1.788 0.055 0.00
P -16.1417 26.9056 -13.8854 -1.546 -0.120 -0.653 0.00
O -14.9591 26.1704 -13.3801 0.545 0.592 0.094 -0.05
O -17.2897 27.0667 -12.7041 0.537 -0.159 -2.084 0.00
C -16.8106 27.6966 -11.5035 0.798 0.593 0.393 0.00
C -17.8513 27.9932 -10.4557 -1.094 -0.921 0.666 0.00
O -16.8032 26.0868 -15.1666 1.985 1.543 2.091 0.00
C -17.0730 24.6921 -14.9981 -2.095 -1.025 0.270 0.00
C -18.5423 24.6576 -14.5613 0.777 -0.820 0.045 0.00
H -16.5989 28.4175 -16.9689 -0.173 -0.363 -0.158 0.00
H -18.2410 27.9098 -16.3507 0.531 -0.297 0.020 0.00
H -17.9915 29.4600 -17.0075 0.200 0.488 0.377 0.00
H -16.8616 30.2235 -14.8985 0.394 -0.253 -0.045 0.00
H -17.8647 28.8508 -14.3516 -0.304 0.788 0.193 0.00
H -16.0480 27.0060 -11.1433 0.082 0.309 0.320 0.00
H -16.3682 28.6719 -11.7063 0.436 -0.377 -0.669 0.00
H -17.6991 28.8747 -9.8328 0.671 0.160 -0.348 0.00
H -18.8590 28.1486 -10.8411 0.049 -0.228 -0.354 0.00
H -17.8964 27.1731 -9.7392 -0.312 -0.144 -0.037 0.00
H -16.9269 24.0865 -15.8925 0.183 0.944 -0.594 0.00
H -16.5553 24.0954 -14.2470 0.907 0.917 0.280 0.00
H -19.0869 25.5076 -14.9724 -0.114 -0.309 0.007 0.00
H -18.9336 23.6937 -14.8868 -0.514 0.146 0.162 0.00
H -18.4998 24.6917 -13.4727 -0.660 0.165 0.005 0.00
C -15.8737 31.0214 -10.8305 -0.416 -0.913 1.456 0.00
C -14.4815 31.1934 -11.4168 -0.952 1.789 0.899 0.00
O -14.1437 29.9885 -11.9645 3.047 -3.656 -2.785 0.00
P -12.6511 29.6960 -12.6798 -0.857 1.123 0.433 0.00
O -12.4430 28.2704 -13.0278 -0.498 0.032 0.270 -0.05
O -12.5599 30.7388 -13.9254 1.249 -0.547 2.948 -0.01
C -12.9545 30.4452 -15.2337 -2.046 0.172 -1.170 0.00
C -13.3796 31.7420 -15.9470 -0.064 -0.762 -0.113 0.00
O -11.5312 30.2176 -11.6407 -2.711 -0.535 -0.896 0.00
C -11.0137 31.5261 -11.8669 3.472 0.291 -0.114 0.00
C -9.6757 31.2311 -12.6520 -0.558 1.038 0.513 0.00
H -16.6421 30.5581 -11.4494 0.243 0.623 -0.677 0.00
H -15.7851 30.2689 -10.0469 0.288 -0.316 0.132 0.00
H -16.3342 31.8072 -10.2316 0.384 0.698 -0.655 0.00
H -14.4599 31.9631 -12.1883 0.194 0.332 0.179 0.00
H -13.7573 31.3401 -10.6155 -0.109 0.918 0.134 0.00
H -12.2074 29.9526 -15.8560 0.365 -0.145 0.496 0.00
H -13.8024 29.7808 -15.0672 -0.225 -0.179 -0.892 0.00
H -12.4937 32.3263 -16.1961 -0.214 0.281 0.232 0.00
H -13.8704 31.4904 -16.8871 0.221 -0.254 -0.194 0.00
H -14.1561 32.3005 -15.4244 0.415 0.131 0.402 0.00
H -11.6495 32.2375 -12.3939 -0.167 -0.508 -0.144 0.00
H -10.7651 31.9916 -10.9131 -0.218 -0.345 0.218 0.00
H -9.9802 30.9064 -13.6469 0.464 0.312 -0.161 0.00
H -9.0054 32.0894 -12.6065 -0.407 0.516 -0.773 0.00
H -8.9837 30.4980 -12.2375 -0.807 -0.604 0.492 0.00
```
Positions in Å, forces in eV/Å.

## Properties
Gap between HOMO and LUMO (alpha / beta) ... 3.72 / 7.64 eV
<S²> ... 1.75
Total charge ... +2
HOMO level (alpha / beta) ... -14.79 / -14.79 eV
Spin multiplicity ... 2
E_LUMO (alpha / beta) ... -11.0634 / -7.1506 eV